No. 1
Entry from the Open Molecules 2025 dataset: C27H33AsBrN8O8S2Ti as an isolated structure (ωB97M-V with the def2-TZVPD basis set).

Structure (XYZ):
```
81
Properties=species:S:1:pos:R:3:forces:R:3
Ti -1.096 0.060 -0.346 -0.3382 0.0440 -0.4604
C -2.472 2.687 -1.958 0.0147 0.0671 -0.0660
C -3.442 1.960 -1.039 -0.0516 -0.0383 0.0545
N -3.213 0.508 -1.137 -0.1600 0.0219 0.0123
C -3.624 -0.041 -2.435 0.0002 0.0113 -0.0138
C -2.682 -1.144 -2.892 -0.0069 -0.0084 -0.0529
N -1.288 -0.809 -2.580 0.0378 -0.0080 0.0775
C -0.627 -0.001 -3.612 -0.0011 0.0552 -0.0243
C -0.932 1.495 -3.480 0.0148 -0.0165 -0.0065
N -1.205 1.928 -2.097 0.0950 -0.0720 -0.0018
H -2.906 2.838 -2.949 0.0064 0.0014 0.0041
H -2.272 3.669 -1.539 0.0103 -0.0022 0.0044
H -3.265 2.247 -0.009 -0.0208 0.0101 0.0017
H -4.475 2.218 -1.297 0.0025 0.0019 -0.0045
H -3.699 0.066 -0.364 -0.0207 0.0056 -0.0201
H -4.653 -0.412 -2.409 -0.0024 0.0039 -0.0059
H -3.613 0.769 -3.164 -0.0025 0.0007 0.0108
H -2.908 -2.079 -2.391 -0.0190 -0.0309 0.0078
H -2.814 -1.312 -3.968 -0.0008 -0.0138 0.0111
H -0.781 -1.684 -2.493 -0.0022 0.0133 -0.0287
H 0.441 -0.170 -3.530 0.0155 0.0051 -0.0092
H -0.925 -0.333 -4.614 0.0063 -0.0089 0.0075
H -0.090 2.053 -3.898 -0.0109 0.0044 -0.0029
H -1.794 1.740 -4.100 0.0031 0.0042 0.0006
H -0.459 2.531 -1.775 0.0045 0.0044 -0.0106
N 6.172 -2.016 -0.050 -0.0412 0.0101 -0.1413
C 4.913 -1.888 0.487 -0.0176 -0.0044 0.0646
C 4.393 -0.623 0.778 0.0228 -0.0192 0.0063
C 3.123 -0.492 1.307 -0.0299 -0.0047 -0.0435
C 2.352 -1.621 1.546 0.0466 0.0248 0.0592
C 2.867 -2.884 1.289 -0.0160 -0.0032 -0.0044
C 4.134 -3.020 0.755 0.0059 0.0038 -0.0082
S 0.761 -1.463 2.286 0.1116 0.0387 -0.0502
O 0.586 -2.596 3.142 -0.0238 -0.0003 0.0306
O 0.705 -0.143 2.849 -0.0020 0.0156 0.0061
N -0.274 -1.483 1.013 -0.0077 -0.2225 0.1791
C -1.286 -2.375 0.925 0.1180 -0.0515 -0.0354
N -2.216 -1.943 0.039 0.0209 0.1242 0.0105
C -3.366 -2.609 -0.020 0.0414 0.0246 -0.0104
C -3.590 -3.754 0.706 -0.0293 0.0076 -0.0293
C -2.506 -4.206 1.456 -0.0070 -0.0186 0.0296
N -1.371 -3.550 1.567 0.0546 0.0094 -0.0183
H 6.738 -1.210 -0.229 0.0223 -0.0024 0.0467
H 6.550 -2.919 -0.264 0.0230 -0.0046 0.0438
H 4.994 0.260 0.590 0.0014 0.0013 0.0042
H 2.716 0.485 1.537 -0.0121 0.0086 0.0067
H 2.269 -3.755 1.525 0.0061 -0.0081 -0.0041
H 4.538 -4.006 0.556 -0.0013 0.0016 0.0036
H -4.133 -2.212 -0.679 -0.0140 -0.0063 -0.0072
H -4.528 -4.286 0.664 0.0011 -0.0006 0.0021
H -2.561 -5.151 1.988 0.0046 -0.0048 -0.0083
O -3.433 2.717 2.272 0.0461 -0.0322 0.0259
As -2.340 1.378 2.681 -0.1061 0.0358 0.0142
O -3.031 0.540 3.890 -0.0216 -0.0231 0.0198
O -2.193 0.586 1.205 0.0139 0.0824 0.2505
C -0.717 2.232 3.297 -0.0375 -0.0234 -0.0898
C -0.597 2.215 4.677 0.0289 -0.0172 0.0107
C 0.535 2.741 5.289 -0.0100 -0.0003 0.0042
C 1.555 3.274 4.523 -0.0062 0.0022 -0.0051
C 1.449 3.286 3.138 -0.0016 -0.0007 0.0070
C 0.316 2.768 2.534 0.0438 0.0211 0.0455
S 0.237 2.812 0.774 0.0554 0.0097 -0.0284
O 1.429 3.462 0.279 -0.0106 0.0307 -0.0069
O -1.025 3.418 0.420 -0.0186 0.0476 0.0092
O 0.272 1.373 0.329 0.0410 -0.0391 0.1771
H -4.138 2.665 2.931 -0.0102 0.0196 -0.0034
H -1.384 1.752 5.258 0.0047 0.0083 0.0149
H 0.621 2.718 6.367 -0.0093 -0.0037 0.0016
H 2.440 3.679 4.997 0.0048 -0.0018 -0.0074
H 2.233 3.694 2.517 0.0017 0.0037 0.0048
Br 0.900 -3.211 -1.578 -0.0262 0.0097 0.0686
C 1.902 -1.604 -1.784 0.0397 0.0098 -0.0650
C 3.145 -1.745 -2.386 -0.0226 -0.0193 0.0158
C 3.875 -0.601 -2.637 0.0129 0.0317 0.0173
C 3.345 0.619 -2.245 0.0335 -0.0248 -0.0387
C 2.114 0.640 -1.622 -0.0569 0.0920 0.0570
N 1.368 -0.456 -1.404 0.1426 -0.1539 -0.0412
H 3.509 -2.727 -2.648 0.0077 0.0013 -0.0043
H 4.845 -0.666 -3.112 -0.0048 0.0000 -0.0088
H 3.878 1.547 -2.395 0.0052 -0.0048 -0.0017
H 1.710 1.571 -1.249 0.0075 -0.0364 -0.0604
```
Forces are in eV/Å.

HOMO level (spin up / spin down) ... -7.8 / -8.0 eV
Molar mass ... 864.4 g mol⁻¹
Energy above the lowest of the compared OMol25 structures with the same formula, charge and spin ... 22.9 kcal/mol
E_LUMO (spin up / spin down) ... 0.0006 / 0.0006 hartree
E_tot ... -232506.4902 eV
Orbital gap (spin up / spin down) ... 7.82 / 7.97 eV
Spin multiplicity ... 2

=====

No. 2
Entry from the Open Molecules 2025 dataset: C27H33AsBrN8O8S2Ti as an isolated structure in a non-equilibrium geometry (ωB97M-V with the def2-TZVPD basis set).

Structure (XYZ):
```
81
Properties=species:S:1:pos:R:3:forces:R:3
Ti -0.413 -0.223 -0.120 0.2288 -4.7969 2.3626
C 2.089 -2.816 0.124 -0.1498 0.0066 -0.2698
C 1.740 -2.259 -1.278 0.4199 -0.2906 0.0633
N 0.310 -1.961 -1.357 0.0371 0.2860 -0.7811
C -0.543 -3.153 -1.261 -0.4216 -0.2090 0.3307
C -1.748 -2.946 -0.312 -0.1170 -0.1573 -0.5546
N -1.488 -2.000 0.785 -0.7465 0.1389 0.3925
C -1.060 -2.670 2.014 0.2992 -0.2829 0.1677
C 0.338 -3.268 1.808 -0.3255 0.1474 -0.0003
N 1.150 -2.292 1.103 0.3596 -0.2253 0.3680
H 3.114 -2.530 0.376 -0.0624 -0.0553 -0.0355
H 2.052 -3.912 0.099 0.0562 0.1391 0.0603
H 2.043 -2.982 -2.051 0.0024 0.1747 0.0835
H 2.292 -1.331 -1.446 -0.0575 -0.0788 -0.0928
H 0.114 -1.497 -2.246 0.1185 -0.2584 0.1700
H 0.061 -3.994 -0.917 0.0144 0.0770 -0.1089
H -0.948 -3.416 -2.246 0.1725 -0.0214 0.1578
H -2.058 -3.922 0.093 0.0302 0.1345 -0.0783
H -2.570 -2.550 -0.916 0.1689 -0.1633 0.3965
H -2.371 -1.514 0.977 -0.0561 -0.3265 -0.1191
H -1.761 -3.473 2.297 0.0645 0.2184 0.0019
H -1.039 -1.933 2.821 -0.0237 0.0356 -0.0697
H 0.250 -4.181 1.213 0.0256 0.0262 0.0340
H 0.769 -3.558 2.777 -0.0788 0.0192 -0.0901
H 1.664 -1.731 1.790 -0.1516 -0.3601 -0.2897
N -0.619 3.042 6.947 -0.1777 0.1107 0.2366
C 0.112 2.387 5.987 0.1429 -0.0928 -0.3908
C 1.220 3.008 5.400 -0.0460 -0.1519 0.0563
C 1.862 2.417 4.336 0.1631 -0.0909 0.0783
C 1.419 1.205 3.829 0.3866 -0.1487 -0.3589
C 0.394 0.531 4.463 0.1409 -0.1221 0.1149
C -0.260 1.119 5.531 0.1859 -0.0111 -0.0110
S 2.313 0.581 2.409 0.0228 -0.4540 1.0659
O 3.388 1.506 2.217 -0.1838 0.2670 0.0020
O 2.699 -0.780 2.758 -0.2084 0.1726 -0.0871
N 1.273 0.480 1.112 0.8387 0.7199 0.7133
C 1.793 0.840 -0.070 0.0386 0.2430 -0.4651
N 0.868 0.803 -1.089 2.6783 1.8732 -1.5273
C 1.261 1.199 -2.313 0.1529 -0.0427 0.3887
C 2.564 1.605 -2.549 -0.4198 -0.0260 -0.1668
C 3.447 1.517 -1.484 -0.5823 -0.3657 0.8794
N 3.067 1.113 -0.272 1.2713 0.3089 -1.1229
H -0.172 3.812 7.417 -0.0752 -0.0849 0.0546
H -1.259 2.501 7.504 0.0935 0.0499 0.0302
H 1.563 3.960 5.780 0.0215 0.1177 0.0111
H 2.721 2.872 3.872 0.0256 0.2010 -0.0163
H 0.108 -0.450 4.121 -0.1280 -0.1044 -0.0365
H -1.081 0.607 6.007 -0.1469 -0.0929 0.0399
H 0.493 1.200 -3.078 0.0447 -0.0090 0.0786
H 2.869 1.965 -3.516 0.0059 -0.0157 -0.1140
H 4.497 1.758 -1.572 0.1225 0.0515 -0.1543
O -4.003 -0.829 -0.163 0.7979 0.6844 -0.0577
As -3.229 0.256 -1.467 -3.6299 -1.2225 -0.0930
O -4.042 -0.199 -2.792 0.0065 0.3504 -0.4865
O -1.704 -0.426 -1.423 -0.1991 -0.2327 -0.7414
C -4.020 1.919 -0.742 0.3685 -0.3112 -0.0046
C -5.396 2.050 -0.643 0.1326 -0.3858 -0.2534
C -5.925 3.222 -0.121 0.1182 -0.0919 0.0072
C -5.087 4.243 0.303 0.1689 -0.0112 -0.0623
C -3.708 4.104 0.196 0.3506 0.2233 0.0366
C -3.193 2.936 -0.330 0.3046 -0.2879 -0.0473
S -1.494 2.458 -0.593 -0.6868 2.9762 0.0968
O -1.506 2.045 -1.980 -0.0424 -0.1076 -0.2836
O -0.595 3.527 -0.273 -0.0463 -0.1003 -0.1810
O -1.422 1.312 0.365 -0.7666 1.1416 -0.2751
H -4.847 -1.126 -0.514 -0.0593 -0.0152 -0.2086
H -6.030 1.247 -0.999 -0.0717 0.0726 0.0556
H -6.995 3.334 -0.042 -0.1133 0.0145 -0.0099
H -5.507 5.156 0.704 0.0153 0.0103 0.0188
H -3.024 4.884 0.507 -0.0594 0.0435 0.0217
Br -2.471 0.900 2.942 -0.6909 -0.1876 0.4636
C -1.567 2.563 2.828 0.3244 -0.0138 0.1042
C -2.196 3.722 3.237 -0.0495 0.1651 0.0194
C -1.480 4.902 3.084 0.0594 -0.1647 -0.0235
C -0.208 4.854 2.533 0.0170 0.0126 0.0321
C 0.315 3.621 2.181 -0.2181 0.3128 0.3453
N -0.354 2.493 2.348 -0.3478 0.3341 0.2265
H -3.193 3.697 3.646 -0.0810 0.0190 0.0395
H -1.915 5.842 3.393 -0.0337 0.0637 -0.0018
H 0.369 5.751 2.380 0.0548 0.1122 -0.0132
H 1.310 3.512 1.778 0.2022 0.1157 -0.1218
```
Forces are in eV/Å.

HOMO level (spin up / spin down) ... -7.4 / -8.1 eV
Molar mass ... 864.4 g mol⁻¹
Energy above the lowest of the compared OMol25 structures with the same formula, charge and spin ... 91.1 kcal/mol
E_LUMO (spin up / spin down) ... 0.0034 / -0.0011 hartree
E_tot ... -232503.5326 eV
Orbital gap (spin up / spin down) ... 7.51 / 8.08 eV
Spin multiplicity ... 2

=====

No. 3
Entry from the Open Molecules 2025 dataset: C27H33BNO3PS5V as an isolated structure in a non-equilibrium geometry (ωB97M-V with the def2-TZVPD basis set).

Structure (XYZ):
```
72
Properties=species:S:1:pos:R:3:forces:R:3
V -0.653 -1.034 0.391 1.0639 -1.7217 1.0610
C 1.390 -2.944 2.394 -0.2374 -0.0630 -0.1598
C 2.211 -1.791 1.849 -0.1450 0.1583 -0.1010
S 1.248 -0.253 1.683 0.9760 0.1724 0.8279
C 1.120 0.157 3.471 -0.1265 -0.0326 -0.2317
C 0.708 1.614 3.664 -0.3088 0.0221 -0.2942
S -0.575 2.169 2.507 0.0055 -0.0502 0.2093
C -2.118 1.657 3.329 0.3346 -0.0082 -0.2215
C -2.237 0.198 3.746 0.0610 0.0883 -0.2466
S -2.206 -1.015 2.375 -0.2240 -0.1979 0.8008
C -1.787 -2.497 3.356 -0.1085 0.1970 -0.2188
C -1.390 -3.626 2.425 -0.0388 0.0827 -0.0745
S -0.041 -3.215 1.282 0.3842 -0.7799 0.8518
H 1.036 -2.748 3.405 0.0203 -0.0041 0.0051
H 1.977 -3.861 2.396 0.0097 -0.0051 0.0771
H 2.561 -2.006 0.839 0.1025 -0.0258 0.0480
H 3.077 -1.585 2.477 0.0424 -0.0301 -0.0285
H 2.121 0.001 3.877 -0.0005 -0.0881 -0.0027
H 0.434 -0.540 3.948 0.0191 0.0340 0.0140
H 1.552 2.268 3.452 0.0383 -0.0166 0.0787
H 0.382 1.791 4.690 0.1042 -0.0081 0.0506
H -2.895 1.939 2.616 -0.0700 -0.0188 0.0637
H -2.234 2.267 4.224 -0.1130 0.0145 -0.0064
H -3.202 0.056 4.234 0.0119 -0.0427 0.0243
H -1.451 -0.062 4.453 -0.0470 -0.0233 0.0370
H -2.676 -2.783 3.918 0.0479 -0.0376 0.0820
H -0.990 -2.251 4.058 -0.0201 -0.0004 0.0270
H -2.215 -3.868 1.753 0.0044 -0.1090 0.0458
H -1.115 -4.519 2.984 -0.0340 -0.0390 -0.0268
O -0.229 -2.248 -1.274 -0.1570 -0.0517 0.1968
S -1.681 -2.192 -1.643 -0.5192 -1.1322 -1.9933
O -2.162 -3.324 -2.358 -0.0357 0.1576 0.0779
O -2.365 -1.935 -0.358 -0.0579 0.1903 0.2047
C -1.693 -0.788 -2.736 0.1602 -0.1348 0.1271
C -2.638 -0.727 -3.742 -0.1039 -0.0924 0.0808
C -2.520 0.249 -4.719 0.0235 0.0566 -0.0049
C -1.447 1.126 -4.696 -0.0744 -0.0143 -0.0716
C -0.503 1.058 -3.681 -0.0427 -0.1222 0.1183
C -0.619 0.104 -2.676 -0.0587 0.0604 -0.0457
P 0.574 0.056 -1.285 0.9573 1.2261 -1.2444
C 0.966 1.814 -0.972 0.0294 -0.0204 -0.0230
C 0.012 2.820 -1.126 -0.0003 -0.0470 0.0131
C 0.312 4.129 -0.785 -0.0105 0.0425 0.0036
C 1.562 4.450 -0.279 0.0072 0.0034 0.0191
C 2.521 3.458 -0.126 0.0143 0.0417 0.0510
C 2.225 2.149 -0.470 -0.0507 -0.0543 -0.0093
C 2.118 -0.585 -2.035 -0.0122 0.0110 0.1177
C 2.571 -1.890 -1.842 -0.0740 0.0953 0.0115
C 3.705 -2.345 -2.496 0.0290 -0.0317 0.0019
C 4.405 -1.504 -3.348 -0.0123 -0.0329 0.0605
C 3.973 -0.199 -3.532 0.0480 0.0300 -0.0619
C 2.841 0.260 -2.880 -0.0224 -0.0536 0.0050
H -3.441 -1.452 -3.770 0.0148 -0.0002 -0.0132
H -3.256 0.309 -5.509 -0.0017 0.0011 0.0005
H -1.345 1.869 -5.475 0.0187 0.0079 0.0168
H 0.323 1.756 -3.667 -0.0112 0.0428 -0.0170
H -0.970 2.585 -1.511 -0.0003 0.0463 -0.0138
H -0.435 4.902 -0.912 -0.0190 -0.0289 -0.0026
H 1.792 5.472 -0.007 0.0026 -0.0034 -0.0194
H 3.502 3.710 0.255 0.0015 -0.0364 -0.0108
H 2.982 1.383 -0.364 0.0302 0.0302 0.0362
H 2.020 -2.570 -1.210 -0.0570 -0.0659 -0.0310
H 4.033 -3.366 -2.352 0.0038 0.0083 0.0163
H 5.285 -1.867 -3.861 0.0014 0.0257 -0.0115
H 4.521 0.465 -4.188 -0.0190 0.0069 0.0034
H 2.527 1.286 -3.020 0.0181 -0.0122 -0.0499
B -4.063 1.563 -0.260 -0.4314 -0.0083 0.0714
C -2.647 1.014 -0.096 0.6576 0.1829 -0.0858
N -1.590 0.543 0.050 -2.0425 2.1238 -0.2061
H -4.373 1.444 -1.417 0.0308 -0.0225 -0.1114
H -4.690 0.799 0.445 -0.1239 0.0013 0.0344
H -4.135 2.697 0.133 0.1374 0.1066 0.0670
```
Forces are in eV/Å.

HOMO level (spin up / spin down) ... -11.6 / -11.5 eV
Molar mass ... 672.6 g mol⁻¹
Energy above the lowest of the compared OMol25 structures with the same formula, charge and spin ... 16.4 kcal/mol
E_LUMO (spin up / spin down) ... -0.1111 / -0.1184 hartree
Net charge ... +1
E_tot ... -125991.9028 eV
Orbital gap (spin up / spin down) ... 8.53 / 8.28 eV
Spin multiplicity ... 3